# 1
Density functional theory data (ωB97M-V with the def2-TZVPD basis set) for a molecular structure, C22H32BBr2N3O3Pd in a non-equilibrium geometry.

Calculated values
max |F|	3.015	eV Å⁻¹
energy	-6548.40208	Eh
lowest unoccupied orbital energy	-0.04	eV
highest occupied orbital energy	-6.83	eV

XYZ file:
```
64
Properties=species:S:1:pos:R:3:mulliken_charge:R:1
Pd 0.1065 0.0404 -0.1339 0.000
C 2.9456 0.0844 2.4060 -0.995
C 1.8450 -0.8810 2.7325 0.591
C 1.9229 -1.6650 3.8512 -0.780
C 0.8916 -2.5608 4.1672 -0.841
C -0.2097 -2.6406 3.3113 1.106
C -1.3097 -3.5100 3.5010 0.056
Br -1.3265 -4.6867 4.9942 -0.256
C -2.4055 -3.5594 2.6309 -0.473
C -2.3961 -2.7514 1.5276 -0.312
Br -3.8149 -2.7418 0.2893 -0.136
C -1.3065 -1.8698 1.2343 0.621
O -1.3345 -1.2025 0.1184 -0.792
C -0.2260 -1.8018 2.1599 -0.074
N 0.7822 -0.9262 1.8722 -0.358
H 3.8300 -0.1350 3.0000 0.385
H 2.6330 1.1073 2.6312 0.214
H 3.2049 0.0103 1.3481 0.139
H 2.7844 -1.5899 4.4990 0.380
H 0.9623 -3.1814 5.0435 0.377
H -3.2247 -4.2318 2.8274 0.458
C 3.0108 4.1894 0.4662 -0.937
C 3.8545 2.9803 0.0623 -0.702
N 3.5113 2.4016 -1.2281 0.228
C 4.3151 2.8102 -2.3642 -0.750
C 3.8207 4.0912 -3.0393 -0.968
C 2.4662 1.5442 -1.3412 1.433
C 2.2709 0.7927 -2.6291 -1.910
N 1.6490 1.2960 -0.3727 0.188
H 3.3452 4.5492 1.4361 0.399
H 1.9547 3.9413 0.5348 0.224
H 3.1247 4.9908 -0.2575 0.285
H 3.7842 2.2019 0.8280 0.064
H 4.9032 3.2799 0.0086 0.440
H 4.3406 2.0083 -3.1002 0.426
H 5.3385 2.9606 -2.0111 0.374
H 2.7590 4.0206 -3.2630 0.136
H 4.3701 4.2436 -3.9649 0.418
H 3.9789 4.9603 -2.4066 0.306
H 3.1502 0.2007 -2.8793 0.554
H 2.0556 1.4709 -3.4526 0.308
H 1.4175 0.1185 -2.4951 0.180
H 1.7892 1.8431 0.4731 -0.093
C -3.5043 1.1601 -4.0457 -1.868
C -2.8261 1.5767 -2.7451 1.595
C -3.9053 1.9716 -1.7276 -1.958
O -2.1047 0.4810 -2.1688 -0.560
B -0.9940 0.9561 -1.5458 0.736
O -0.7661 2.2803 -1.8811 -0.421
C -1.7065 2.6604 -2.8999 1.575
C -0.9792 2.5561 -4.2486 -1.881
C -2.1743 4.0963 -2.6946 -1.880
H -4.2454 0.3956 -3.8322 0.483
H -2.8012 0.7530 -4.7632 0.353
H -4.0106 2.0194 -4.4789 0.358
H -4.4991 1.0897 -1.4937 0.501
H -4.5589 2.7385 -2.1299 0.386
H -3.4467 2.3221 -0.8053 0.351
H -0.6945 1.5247 -4.4402 0.381
H -0.0712 3.1556 -4.2104 0.372
H -1.6077 2.9204 -5.0577 0.368
H -2.5355 4.2490 -1.6840 0.364
H -2.9743 4.3194 -3.3956 0.364
H -1.3492 4.7836 -2.8705 0.469
```

=====

# 2
Density functional theory data (ωB97M-V with the def2-TZVPD basis set) for a molecular structure, C22H32BN7Ti in a non-equilibrium geometry.

Calculated values
total charge	+2
spin multiplicity	3
max |F|	5.260	eV Å⁻¹
⟨S²⟩	2.036
energy	-2114.60776	Eh
lowest unoccupied orbital energy (spin up / spin down)	-7.26 / -9.65	eV
highest occupied orbital energy (spin up / spin down)	-13.92 / -13.92	eV

XYZ file:
```
63
Properties=species:S:1:pos:R:3:mulliken_charge:R:1
C 2.9157 -0.0721 -0.3386 -0.276
N 1.5890 0.0747 -0.6566 0.745
N 1.5304 0.3119 -2.0155 -0.451
C 2.7732 0.2560 -2.5367 -0.052
C 3.6772 0.0265 -1.5019 -1.316
B 0.1760 0.5130 -2.7840 -0.006
N -0.7081 -0.7597 -2.5512 -0.381
N -0.8726 -1.3613 -1.3165 1.120
C -1.6729 -2.4570 -1.5000 -0.394
C -1.9283 -2.6008 -2.8614 -1.327
C -1.3094 -1.5195 -3.4866 -0.096
Ti -0.0087 -0.7991 0.4534 -0.947
N -0.4750 1.8997 -2.3186 -0.099
N -0.8562 1.9697 -1.0149 -0.065
C -1.2457 3.2145 -0.7486 -0.240
C -1.1536 3.9860 -1.9140 -1.118
C -0.6677 3.1195 -2.9010 -0.134
H -1.5675 3.5212 0.2301 0.475
H -0.4584 3.3134 -3.9468 0.459
H -1.3994 5.0215 -2.0191 0.418
H 0.3856 0.5958 -3.9867 -0.097
H -1.2361 -1.2350 -4.5258 0.476
H 2.9066 0.4142 -3.6031 0.493
H -2.4800 -3.3925 -3.3291 0.474
H 4.7511 -0.0381 -1.5777 0.465
H -2.0396 -3.0514 -0.6765 0.538
H 3.2389 -0.2437 0.6793 0.436
H -1.5375 0.5521 0.4771 -0.106
C -1.9377 -0.3047 1.0977 0.274
H -3.0012 -0.4102 0.8077 0.456
H -1.5207 -1.3459 0.8554 0.147
H -1.8738 -0.1282 2.1811 0.362
C 1.5026 -1.2075 6.4168 -1.617
C 1.3249 -0.7467 4.9912 -0.085
C 1.1249 0.6167 4.7244 -0.692
C 0.9661 1.1055 3.4303 0.614
C 0.7885 2.5735 3.1854 -1.604
C 1.0149 0.1954 2.3589 0.605
C 1.1629 -1.2077 2.6205 1.077
C 1.3694 -1.6520 3.9338 -0.757
N 0.9985 -2.0609 1.5090 1.090
C 1.5014 -3.4196 1.3455 0.662
C 2.9472 -3.5183 1.8279 -1.477
C 0.5502 -4.3643 2.0685 -1.269
C 1.4680 -3.7305 -0.1508 -1.504
H 2.4883 -0.9325 6.8277 0.351
H 0.7468 -0.7514 7.0742 0.414
H 1.4055 -2.2993 6.4827 0.388
H 1.0797 1.3289 5.5543 0.529
H 0.0587 2.9853 3.8941 0.444
H 1.7342 3.1131 3.3432 0.370
H 0.4394 2.7883 2.1673 0.261
H 1.2033 0.6167 1.3339 0.348
H 1.5489 -2.7090 4.1613 0.329
H 3.0656 -3.2893 2.8896 0.344
H 3.2975 -4.5412 1.6585 0.485
H 3.6002 -2.8445 1.2562 0.336
H 0.9272 -5.3868 1.9979 0.461
H -0.4456 -4.3386 1.6066 0.287
H 0.4296 -4.1090 3.1237 0.272
H 0.4557 -3.6512 -0.5725 0.288
H 2.1203 -3.0524 -0.7197 0.277
H 1.8212 -4.7544 -0.3230 0.541
```

=====

# 3
Density functional theory data (ωB97M-V with the def2-TZVPD basis set) for a molecular structure, C22H32ClCuN3O2S2Si2.

Calculated values
total charge	-1
max |F|	0.819	eV Å⁻¹
energy	-4648.49403	Eh
lowest unoccupied orbital energy	2.18	eV
highest occupied orbital energy	-3.30	eV

XYZ file:
```
65
Properties=species:S:1:pos:R:3:mulliken_charge:R:1
Cu -0.7560 -0.1334 -1.4485 -0.255
C -0.8675 -0.7818 3.3066 -0.626
Si 0.7353 0.1102 2.7818 -0.168
C 0.2935 1.9543 2.9182 -1.074
C 1.9881 -0.2365 4.1850 -1.185
C 1.1935 -0.2812 1.0482 1.145
C 0.8205 -1.5482 0.5245 -0.481
C 0.9109 -2.7537 1.2896 -0.656
C 0.6713 -3.9752 0.7224 -0.578
C 0.3203 -4.0512 -0.6337 -0.896
C 0.1458 -2.8614 -1.3100 -0.541
N 0.3503 -1.6537 -0.7620 1.410
Si 2.3249 0.7933 0.0631 0.305
C 2.0689 2.6862 0.1529 -1.429
C 2.5450 0.3435 -1.7636 -0.587
C 4.0657 0.5880 0.8355 -1.387
H -1.0725 -0.6645 4.3739 0.471
H -0.8267 -1.8501 3.0857 0.311
H -1.7141 -0.3652 2.7526 -0.103
H -0.1149 2.2108 3.8997 0.404
H -0.4588 2.1979 2.1634 0.117
H 1.1632 2.5911 2.7395 0.309
H 1.6296 0.1428 5.1463 0.324
H 2.9484 0.2403 3.9721 0.301
H 2.1706 -1.3089 4.2942 0.330
H 1.2457 -2.6802 2.3165 0.326
H 0.7544 -4.8832 1.3109 0.394
H 0.1541 -4.9967 -1.1312 0.398
H -0.1855 -2.8569 -2.3432 0.281
H 1.0191 2.9669 0.2656 0.326
H 2.4610 3.1808 -0.7399 0.457
H 2.6101 3.0949 1.0102 0.485
H 1.6029 0.4282 -2.3078 -0.113
H 2.8804 -0.6920 -1.8609 0.280
H 3.2830 0.9869 -2.2512 0.425
H 4.0690 0.9949 1.8513 0.267
H 4.8445 1.1027 0.2630 0.325
H 4.3306 -0.4697 0.9032 0.318
C -2.9534 -2.9598 0.7183 -0.712
C -3.2394 -1.5078 0.8123 0.490
N -2.6982 -0.5677 0.1179 -0.233
C -3.2100 0.6709 0.4210 -0.273
C -4.1687 0.6720 1.3878 -0.406
S -4.4518 -0.9220 1.9433 -0.278
C -2.7172 1.8417 -0.2889 -0.134
C -3.2989 3.0723 -0.2812 -0.359
S -2.4216 4.1473 -1.2867 -0.260
C -1.3083 2.8589 -1.6753 0.438
N -1.5953 1.7489 -1.0768 1.004
C -0.1904 3.0692 -2.6294 -0.535
H -2.0397 -3.1062 0.1540 -0.166
H -3.7663 -3.4742 0.2013 0.405
H -2.8462 -3.3969 1.7110 0.347
H -4.7009 1.5081 1.8103 0.425
H -4.1989 3.3817 0.2226 0.416
H -0.2523 4.0558 -3.0854 0.528
H -0.2390 2.2937 -3.3973 -0.037
H 0.7659 2.9570 -2.1170 -0.220
Cl 0.5185 1.1767 -5.9857 -0.241
C 0.3403 -0.5405 -5.5498 -0.555
C -0.5427 -0.7948 -4.2957 0.350
O -1.0382 -1.9231 -4.2392 -0.743
O -0.6187 0.1584 -3.4739 -0.476
H 1.3379 -0.9221 -5.3372 0.211
H -0.0709 -1.0672 -6.4045 0.388
```

=====

What energy above the lowest of the compared OMol25 structures with the same formula, charge and spin values result from the calculations? In sequence: 0.000, 0.412, 0.291 eV.